Entry 1:
# C23H15Br3N4O3PtS2

C23H15Br3N4O3PtS2 as an isolated structure (wB97M-V/def2-TZVPD, the Open Molecules 2025 dataset).

Last column: natural (NBO) charge in e.
Element x y z (Å)
Pt 0.4873 0.6710 -0.7474  0.966
C 3.2709 0.8156 -2.6310  -0.670
C 3.4540 0.7720 -1.1593  0.149
N 2.4831 0.7261 -0.2883  -0.458
C 2.9277 0.6701 1.0271  0.089
C 4.2810 0.6664 1.1298  -0.416
S 5.0020 0.7428 -0.4212  0.485
C 1.9783 0.6380 2.1403  0.169
C 2.2714 0.6292 3.4726  -0.452
S 0.8287 0.6121 4.3915  0.429
C -0.0980 0.6185 2.9190  0.091
N 0.6397 0.6282 1.8624  -0.481
C -1.5889 0.6193 2.9195  -0.657
H 2.2112 0.9222 -2.8513  0.262
H 3.6223 -0.1194 -3.0675  0.261
H 3.8288 1.6439 -3.0688  0.232
H 4.8858 0.6252 2.0197  0.247
H 3.2367 0.6390 3.9521  0.243
H -1.9740 0.5555 3.9352  0.228
H -1.9612 -0.2256 2.3388  0.240
H -1.9653 1.5325 2.4542  0.241
Br 0.2154 5.6844 -0.6561  0.083
C -1.1780 4.4203 -0.7294  -0.192
C -2.5115 4.8100 -0.6497  -0.217
C -3.5177 3.8706 -0.6666  -0.103
Br -5.3120 4.4610 -0.5182  0.052
C -3.2379 2.4915 -0.7764  -0.115
C -4.1815 1.4540 -0.7564  -0.122
C -3.7458 0.1494 -0.8776  -0.249
C -2.3957 -0.1316 -1.0190  0.060
N -1.4793 0.8253 -1.0278  -0.403
C -1.8735 2.1256 -0.8925  0.085
C -0.8169 3.0747 -0.8443  0.389
O 0.4210 2.6714 -0.9019  -0.688
H -2.7657 5.8571 -0.5655  0.244
H -5.2352 1.6659 -0.6471  0.239
H -4.4668 -0.6558 -0.8644  0.231
H -2.0164 -1.1374 -1.1332  0.237
Br -1.9648 -5.7835 1.4300  0.053
C -0.5348 -5.2869 0.2856  -0.135
C 0.2328 -6.2633 -0.3315  0.015
N 1.2414 -5.9605 -1.1383  -0.403
C 1.5214 -4.6791 -1.3535  0.065
C 0.8054 -3.6380 -0.7754  -0.180
C -0.2539 -3.9528 0.0657  -0.167
C 1.1729 -2.2042 -1.0604  0.785
O 2.1848 -1.9434 -1.6954  -0.670
O 0.3229 -1.3590 -0.5698  -0.753
H 0.0289 -7.3158 -0.1711  0.204
H 2.3492 -4.4657 -2.0181  0.218
H -0.8305 -3.1669 0.5310  0.242

HOMO energy in eV: -7.6
Lowest unoccupied orbital energy in eV: -0.6

Entry 2:
# C4H5BrClN

A 2-piece molecular cluster, C4H5BrClN overall (wB97M-V/def2-TZVPD, the Open Molecules 2025 dataset).

Last column: natural (NBO) charge in e.
Element x y z (Å)
C -1.8109 1.4965 -0.1471  0.401
C 1.0664 -0.6593 -0.0658  -0.413
C -1.8228 0.6174 0.8081  -0.509
C 0.5789 -1.7075 -0.6988  -0.210
N -1.9735 2.3862 -0.9465  -0.595
Cl 0.2433 -1.6893 -2.3882  -0.016
Br -2.7497 -1.0361 0.6041  0.066
H -1.3745 2.5488 -1.7433  0.390
H 1.2646 -0.7024 0.9896  0.211
H 1.2876 0.2646 -0.5720  0.206
H -1.3235 0.7415 1.7508  0.253
H 0.3397 -2.6486 -0.2294  0.216

HOMO energy in eV: -8.8
Lowest unoccupied orbital energy in eV: 0.4
Structure (SMILES): N=C=CBr.C=CCl

Entry 3:
# C28H38FeN6O10P2

C28H38FeN6O10P2 as an isolated structure (wB97M-V/def2-TZVPD, the Open Molecules 2025 dataset).

Last column: Mulliken spin population.
Element x y z (Å)
Fe 0.9729 0.3280 0.4845  4.409
O -2.0275 5.0080 -3.3965  0.001
C -0.9951 4.4379 -3.7762  0.002
O -0.4667 4.2855 -4.8852  0.001
C -0.2534 3.6927 -2.6311  0.004
C -0.7243 3.7539 -1.3257  -0.002
C -0.1598 2.9298 -0.3775  0.002
N 0.8015 2.0506 -0.6900  0.101
C 1.3477 2.0765 -1.9109  0.000
C 0.8527 2.8986 -2.9019  0.005
C 2.4958 1.1624 -2.0688  0.025
C 3.2381 1.0652 -3.2354  0.001
C 4.3084 0.1875 -3.2714  -0.001
C 4.6066 -0.5553 -2.1414  0.006
C 3.8153 -0.3965 -1.0163  0.009
N 2.7838 0.4412 -0.9779  0.093
C -0.5256 2.9069 1.0509  0.006
C -1.3427 3.8538 1.6436  0.002
C -1.6157 3.7440 2.9977  -0.001
C -1.0648 2.6928 3.7113  0.006
C -0.2540 1.7889 3.0466  0.008
N 0.0184 1.8988 1.7490  0.089
H -1.5517 4.4240 -1.1294  0.001
H 1.2426 2.9293 -3.9113  0.001
H 2.9859 1.6712 -4.0930  0.000
H 4.9048 0.0917 -4.1686  0.000
H 5.4400 -1.2430 -2.1206  0.000
H 4.0245 -0.9557 -0.1131  0.001
H -1.7437 4.6656 1.0542  0.000
H -2.2481 4.4728 3.4868  0.000
H -1.2521 2.5683 4.7680  0.000
H 0.1994 0.9591 3.5638  0.003
C 2.8832 -2.2207 4.8137  0.000
C 2.1481 -1.2377 3.9014  0.003
O 1.5720 -0.1913 4.6774  0.001
P 3.2702 -0.4445 2.7189  0.013
O 4.4587 0.2277 3.4890  0.003
O 3.9605 -1.6717 2.0022  0.001
O 2.6173 0.5213 1.7800  0.062
P 0.7979 -2.0520 2.9256  0.007
O 1.6043 -3.3440 2.3492  0.002
O -0.3083 -2.4106 3.8186  0.007
O 0.5568 -1.1841 1.6942  0.040
H 3.5858 -1.6723 5.4406  0.000
H 3.4266 -2.9891 4.2689  0.000
H 2.1512 -2.7165 5.4545  0.000
H 0.9454 -0.6063 5.2887  0.000
H 4.4373 1.1934 3.5045  0.000
H 3.4157 -2.4795 1.9792  0.000
H 1.3109 -4.1626 2.7706  0.000
C -4.3981 0.9124 1.7674  0.000
C -4.0191 0.1122 0.5125  -0.001
C -4.6106 0.7651 -0.7435  0.000
C -4.4678 -1.3477 0.6462  0.000
C -2.5521 0.1453 0.3954  -0.038
N -1.4135 0.2167 0.2874  0.120
H -5.4836 0.9120 1.8682  0.000
H -4.0605 1.9463 1.6894  0.000
H -3.9673 0.4660 2.6637  0.000
H -5.6975 0.7608 -0.6601  0.000
H -4.3364 0.2186 -1.6461  0.000
H -4.2789 1.7980 -0.8520  0.000
H -5.5527 -1.3720 0.7500  0.000
H -4.0256 -1.8180 1.5242  0.000
H -4.1970 -1.9276 -0.2362  0.000
C -2.1802 -2.0953 -3.0277  0.001
N -0.9865 -1.2927 -2.7943  0.004
C -1.0757 0.1131 -3.1716  0.004
C -0.0264 -1.6592 -1.9101  0.006
O 0.5610 -0.7802 -1.2320  -0.008
N 0.3301 -2.9584 -1.8343  0.006
C 0.2010 -3.8792 -2.9587  0.000
C 1.2793 -3.3657 -0.8131  -0.011
H -3.0593 -1.5183 -2.7324  0.000
H -2.1566 -3.0023 -2.4312  0.000
H -2.2868 -2.3615 -4.0806  0.000
H -1.7161 0.1883 -4.0483  0.000
H -0.0930 0.4909 -3.4439  0.001
H -1.4846 0.7376 -2.3745  0.000
H -0.1014 -3.3470 -3.8551  0.000
H -0.5155 -4.6745 -2.7492  0.000
H 1.1752 -4.3336 -3.1443  0.000
H 1.1347 -2.7767 0.0831  0.005
H 2.3085 -3.2538 -1.1692  0.001
H 1.1064 -4.4135 -0.5708  0.000

HOMO energy (spin up / spin down) in eV: -10.0 / -10.0
<S²>: 8.757
Lowest unoccupied orbital energy (spin up / spin down) in eV: -3.2 / -4.8
Spin multiplicity: 6
Total charge: +1

Entry 4:
# CH4BrN2

An isolated ion of composition CH4BrN2 and charge +1 (wB97M-V/def2-TZVPD, the Open Molecules 2025 dataset).

Last column: natural (NBO) charge in e.
Element x y z (Å)
C 1.2490 -0.2461 0.1738  0.191
N -0.0584 0.3253 -0.0414  -0.703
N 2.2013 0.4059 -0.1722  -0.447
Br 3.9530 -0.1069 0.0137  0.352
H 1.2197 -1.1938 0.8308  0.209
H -0.6780 -0.4699 0.0450  0.459
H -0.1234 0.9255 -0.9273  0.485
H -0.1765 0.9516 0.7220  0.456

HOMO energy in eV: -14.6
Lowest unoccupied orbital energy in eV: -4.3
Total charge: +1
Structure (SMILES): [NH3+]/C=N/Br

Entry 5:
# C6H24CaN11O9

C6H24CaN11O9 as an isolated structure (wB97M-V/def2-TZVPD, the Open Molecules 2025 dataset).

Last column: natural (NBO) charge in e.
Element x y z (Å)
Ca 3.5529 0.4125 -1.0164  1.902
N 0.0259 0.2552 -0.3713  0.725
O 1.2573 0.1704 -0.6598  -0.681
O -0.3364 0.4575 0.7780  -0.427
O -0.7882 0.0881 -1.3152  -0.527
C 0.0225 -2.5948 2.3176  -0.253
O 0.9680 -2.3574 1.2861  -0.746
H 0.2647 -1.9931 3.2017  0.147
H -1.0129 -2.4348 2.0182  0.196
H 0.1376 -3.6199 2.6732  0.184
H 0.7165 -1.5563 0.8191  0.478
C -3.8770 2.4685 0.4399  0.768
O -4.3879 3.5924 0.5369  -0.700
N -2.5293 2.3412 0.4787  -0.858
N -4.5974 1.4045 -0.0099  -0.851
H -2.0157 1.5056 0.2576  0.409
H -2.1177 3.2492 0.5818  0.383
H -5.5716 1.4675 -0.2209  0.405
H -4.1401 0.4943 0.0214  0.411
C 3.5507 0.0786 2.6251  0.797
O 3.1925 0.4254 1.4750  -0.821
N 2.9012 -0.8879 3.2775  -0.810
N 4.6453 0.5973 3.2168  -0.818
H 3.2698 -1.3881 4.0635  0.408
H 2.0676 -1.1922 2.7942  0.438
H 5.0869 1.3758 2.7635  0.408
H 5.0378 0.2099 4.0545  0.408
C 1.5936 3.4083 -0.6366  0.816
O 2.5492 2.6622 -0.8668  -0.804
N 0.7224 3.8413 -1.5940  -0.802
N 1.1742 3.6959 0.6375  -0.815
H 0.0834 4.5299 -1.2374  0.391
H 1.0217 4.0103 -2.5397  0.415
H 1.9009 3.6761 1.3314  0.416
H 0.2968 4.1534 0.7838  0.405
C 1.9892 -1.2408 -3.6487  0.818
O 2.7977 -0.5886 -2.9726  -0.848
N 0.6581 -1.0136 -3.6227  -0.812
N 2.3450 -2.1885 -4.5662  -0.810
H 0.0527 -1.5037 -4.2513  0.392
H 0.2060 -0.5094 -2.8616  0.448
H 3.2936 -2.2283 -4.8969  0.412
H 1.6276 -2.5990 -5.1288  0.400
C -3.5801 -2.1513 0.2676  0.775
O -3.9056 -1.1460 0.9014  -0.679
N -2.6412 -2.1713 -0.7192  -0.867
N -4.1794 -3.3459 0.4768  -0.835
H -2.1515 -1.2899 -0.8302  0.425
H -2.5227 -2.9225 -1.3673  0.392
H -4.9222 -3.4784 1.1369  0.414
H -3.7325 -4.1700 0.1177  0.381

HOMO energy in eV: -10.4
Lowest unoccupied orbital energy in eV: -3.8
Total charge: +1

Values for F_max, eV Å⁻¹, ordered as above
1.11; 0.90; 0.51; 4.45; 3.22
Values for molar mass, g mol⁻¹, ordered as above
894.32; 182.45; 736.44; 123.96; 434.40